1.
The following is a quantum chemistry calculation of a cluster of 15 separate species, C27H84O15 in total at a distorted geometry, from OMol25.

The geometry in XYZ format:
```
126
Properties=species:S:1:pos:R:3:forces:R:3:mulliken_charge:R:1
O 5.7285 -3.6171 -3.8191 0.22 0.03 -0.07 -0.637
H 5.3035 -4.4743 -3.8448 -0.08 -0.24 -0.03 0.318
H 5.1483 -3.0776 -3.2820 -0.15 0.22 0.13 0.318
O 2.9215 0.8229 -7.4974 0.06 -0.22 -0.07 -0.642
H 3.3917 1.5207 -7.0413 0.19 0.16 0.14 0.319
H 2.0455 1.1799 -7.6440 -0.26 0.07 -0.05 0.322
O 2.8549 -8.5839 -3.2850 0.13 0.15 0.16 -0.640
H 2.1305 -8.3667 -3.8718 -0.19 0.10 -0.14 0.320
H 3.0043 -9.5191 -3.4242 0.07 -0.24 -0.02 0.319
O 7.4122 0.6102 4.7810 0.09 0.22 -0.05 -0.642
H 7.2953 -0.1875 4.2649 -0.01 -0.23 -0.19 0.321
H 7.0367 0.4000 5.6360 -0.08 -0.02 0.22 0.319
O 5.6839 2.6656 -3.8212 -0.05 0.10 -0.24 -0.634
H 5.0954 2.1583 -3.2621 -0.19 -0.18 0.13 0.322
H 6.4217 2.8883 -3.2534 0.20 0.07 0.10 0.312
O 7.4222 -3.0101 1.6606 -0.18 0.15 0.20 -0.641
H 7.4802 -3.9080 1.3339 -0.01 -0.30 -0.07 0.314
H 8.0999 -2.5354 1.1794 0.17 0.14 -0.13 0.327
C -5.9557 -2.6136 5.3264 0.17 -0.84 -0.43 -1.147
C -5.9750 -3.3180 3.9505 -0.54 0.70 1.06 0.362
C -5.0137 -2.8352 2.9360 0.23 1.05 -0.05 -1.211
O -5.6523 -4.6680 4.1218 -1.13 -1.36 0.28 -0.557
H -6.1675 -1.5493 5.2239 0.50 0.05 0.27 0.342
H -5.0283 -2.9299 5.8037 0.52 0.92 0.00 0.271
H -6.6693 -3.0482 6.0264 -0.52 -0.04 -0.42 0.310
H -6.9708 -3.1252 3.5515 -0.35 -0.99 -0.09 0.305
H -5.1714 -1.7711 2.7604 0.39 0.08 -0.20 0.337
H -5.1656 -3.3989 2.0155 0.20 0.08 0.02 0.285
H -4.0366 -3.0364 3.3753 0.46 0.36 -0.47 0.353
H -4.6967 -4.7371 4.1837 0.07 -0.02 0.02 0.351
C 1.6743 7.5480 -4.1877 0.76 -0.32 -0.10 -1.286
C 0.3317 8.2151 -4.2497 -0.96 -1.92 0.05 0.466
C 0.0299 9.1141 -3.0757 0.49 0.48 -1.45 -1.167
O 0.1406 8.8062 -5.4995 0.40 1.41 -0.80 -0.571
H 1.6902 6.8147 -3.3814 0.12 0.18 0.19 0.341
H 2.4903 8.2608 -4.0685 -0.10 0.27 0.44 0.324
H 1.9957 7.0084 -5.0785 -0.67 -0.08 -0.26 0.349
H -0.4774 7.4850 -4.2718 0.20 -0.96 0.66 0.244
H -0.1338 8.5155 -2.1796 0.17 0.49 0.10 0.321
H -0.8424 9.6796 -3.4035 -0.35 0.03 0.67 0.347
H 0.8577 9.8229 -3.0957 0.03 0.16 0.97 0.322
H -0.7593 9.1375 -5.4545 -0.07 0.25 -0.48 0.310
C 2.3210 -5.7859 5.8437 0.01 1.16 -1.82 -1.282
C 1.2618 -6.4355 4.9012 1.08 0.61 0.46 0.512
C 1.8742 -7.6212 4.1693 0.07 -1.39 1.17 -1.300
O 0.1241 -6.6455 5.7056 -0.53 -0.83 -0.29 -0.542
H 2.5900 -6.3360 6.7455 -0.02 -0.61 -0.37 0.377
H 2.0593 -4.7894 6.1996 -0.54 0.01 -0.08 0.358
H 3.1749 -5.5909 5.1949 0.57 -0.25 0.42 0.333
H 0.9197 -5.8700 4.0345 0.02 1.15 0.55 0.220
H 1.1013 -8.2270 3.6964 0.03 0.10 -0.17 0.334
H 2.3867 -8.2583 4.8901 -0.09 -0.37 0.20 0.292
H 2.6745 -7.3933 3.4652 -0.36 0.58 -0.19 0.353
H 0.4579 -6.8738 6.5762 -0.23 -0.15 0.12 0.345
C 9.4267 -8.8844 1.4677 1.43 0.71 -0.21 -1.303
C 8.1378 -9.1144 0.7662 -0.64 -1.16 0.50 0.606
C 7.3056 -9.9433 1.6961 -0.30 -2.20 0.29 -1.372
O 7.3880 -7.9692 0.4626 0.45 1.11 -0.33 -0.530
H 9.2841 -8.6329 2.5187 0.15 0.22 -0.08 0.323
H 10.0810 -8.1775 0.9575 -0.30 0.60 0.14 0.345
H 10.0546 -9.7722 1.3927 -0.38 -0.41 0.31 0.368
H 8.3739 -9.6932 -0.1267 -0.21 0.01 -0.39 0.143
H 7.7693 -10.9116 1.8847 0.62 -0.06 0.12 0.354
H 6.3837 -10.3286 1.2606 -0.51 0.72 -0.06 0.409
H 7.1634 -9.5219 2.6912 -0.25 0.41 -0.27 0.334
H 6.5435 -8.2738 0.1225 -0.09 0.08 -0.03 0.324
C -10.6461 -0.7133 -2.5622 -0.86 -0.73 0.36 -1.407
C -9.4593 0.1327 -2.2565 1.75 -0.99 -0.80 0.611
C -8.1780 -0.6869 -2.5933 -0.61 -0.13 -0.21 -1.252
O -9.3998 1.3680 -2.9746 0.11 0.23 0.79 -0.541
H -10.8203 -0.8465 -3.6300 -0.33 0.43 -0.06 0.408
H -11.4976 -0.3890 -1.9640 -0.43 0.35 -0.69 0.332
H -10.5157 -1.7342 -2.2033 0.39 -0.05 0.12 0.367
H -9.4531 0.2709 -1.1753 0.03 0.76 0.01 0.188
H -7.2480 -0.2402 -2.2416 -0.14 0.04 -0.02 0.319
H -8.1211 -0.8692 -3.6664 0.08 0.46 -0.23 0.308
H -8.2920 -1.7049 -2.2207 0.20 0.08 0.58 0.355
H -10.0341 1.4427 -3.6914 -0.20 -0.45 0.16 0.314
C -3.7686 4.0140 2.5961 1.39 1.14 0.57 -1.288
C -3.9661 4.8600 3.8669 1.07 -0.91 -1.09 0.617
C -4.0986 6.3036 3.5985 -1.10 1.67 -0.19 -1.390
O -5.0833 4.3321 4.5087 -0.59 -0.06 1.07 -0.543
H -4.6621 4.0285 1.9719 -0.08 -0.57 0.31 0.344
H -3.3008 3.0696 2.8741 -0.85 -0.40 -0.23 0.309
H -2.9889 4.4957 2.0060 0.06 0.16 -0.18 0.364
H -3.1253 4.8297 4.5599 0.56 -0.88 -0.20 0.240
H -5.1523 6.5244 3.4280 -0.09 0.04 -0.63 0.336
H -3.4830 6.6464 2.7668 -0.04 0.07 0.09 0.325
H -3.8971 6.9111 4.4808 0.42 -0.01 0.09 0.359
H -4.9614 4.6678 5.3998 -0.74 -0.26 0.41 0.327
C -3.8396 2.0658 -7.1457 0.73 -0.25 0.94 -1.255
C -3.0334 2.7807 -8.1908 -1.10 0.03 -1.55 0.656
C -3.7516 4.0122 -8.7772 0.57 0.13 0.07 -1.445
O -1.7366 3.1027 -7.7524 0.08 0.66 0.43 -0.509
H -3.7880 2.5990 -6.1964 -0.28 0.33 -0.02 0.315
H -3.3157 1.1356 -6.9259 -0.27 -0.30 -0.08 0.317
H -4.8787 1.8730 -7.4128 0.17 0.02 -0.15 0.341
H -2.8731 2.1026 -9.0290 -0.33 -0.31 -0.23 0.120
H -3.2228 4.4077 -9.6444 0.08 -0.37 -0.38 0.404
H -3.7091 4.8730 -8.1098 -0.45 -0.16 0.56 0.392
H -4.7738 3.7848 -9.0797 0.04 0.09 0.15 0.352
H -1.6396 3.9860 -8.1159 0.78 0.13 0.27 0.311
C 0.9431 -0.2015 -1.3804 0.54 1.35 0.41 -1.294
C 1.8485 -0.9781 -0.4383 -0.88 -0.98 -0.31 0.559
C 1.5222 -2.5038 -0.5140 -0.12 -0.13 0.35 -1.267
O 3.2217 -0.7454 -0.7489 -0.36 -0.21 -0.11 -0.536
H 0.9018 0.8510 -1.1002 0.48 0.25 0.27 0.336
H -0.1200 -0.4262 -1.2943 0.21 -0.84 -0.53 0.348
H 1.4091 -0.1603 -2.3649 -0.60 -0.58 -0.30 0.334
H 1.7181 -0.5856 0.5702 -0.41 -0.34 0.27 0.183
H 1.6153 -2.9761 -1.4919 0.25 0.60 -0.37 0.322
H 0.5054 -2.7602 -0.2165 -0.22 0.50 0.14 0.343
H 2.1285 -3.1356 0.1351 0.39 0.30 0.26 0.377
H 3.6353 -1.2881 -0.0736 0.76 0.09 -0.10 0.297
C 2.5633 5.9191 3.5321 0.19 0.88 -0.59 -1.303
C 2.8388 7.0950 4.5068 -0.58 0.06 -0.62 0.494
C 1.8072 8.2687 4.3953 0.47 -0.66 0.24 -1.119
O 2.7608 6.5039 5.7714 -0.22 -0.17 1.72 -0.573
H 2.4624 6.2250 2.4908 0.22 0.26 -0.13 0.371
H 1.6105 5.4391 3.7554 0.05 0.06 0.44 0.316
H 3.3611 5.1774 3.5730 -0.04 0.00 0.16 0.314
H 3.8358 7.5295 4.4352 0.14 -0.16 -0.65 0.318
H 1.3235 8.4704 5.3511 -0.19 -0.58 0.05 0.304
H 1.0762 7.9869 3.6374 -0.14 0.48 0.05 0.284
H 2.2782 9.2321 4.1999 0.13 -0.17 -0.62 0.279
H 3.6401 6.3333 6.1168 -0.05 -0.01 -0.06 0.317
```
Positions in Å, forces in eV/Å.

Properties
E_HOMO in eV: -9.91
Kohn-Sham gap in eV: 10.0
2S+1: 1
Net charge: 0
ΔE to the lowest compared entry with this formula, charge and spin in kcal per mole: 111.6



2.
The following is a quantum chemistry calculation of a structure of composition C28H27Cl3N4O4SSc, from OMol25.

The geometry in XYZ format:
```
68
Properties=species:S:1:pos:R:3:forces:R:3:mulliken_charge:R:1
Sc -0.2400 -0.1307 0.8612 0.00 0.00 -0.02 -0.468
O -1.0022 -0.6725 4.7065 0.01 -0.01 -0.02 -0.714
S -0.9519 0.2266 3.5960 0.03 0.00 0.02 1.689
O -1.8021 -0.1144 2.4151 -0.03 0.01 0.04 -0.709
N 0.4143 0.3001 2.8133 -0.03 -0.01 0.03 0.892
C 1.7213 0.4848 3.2298 0.03 -0.01 0.01 0.534
C 2.1822 0.8272 4.4718 -0.02 0.01 -0.02 -0.863
C 3.5712 0.9745 4.6863 0.01 0.00 0.02 -0.883
C 4.4739 0.7768 3.6825 0.01 0.01 0.00 -0.957
C 4.0227 0.4093 2.3905 -0.05 -0.02 -0.01 0.561
C 4.8800 0.1678 1.2959 0.01 0.00 -0.01 -0.614
C 4.3507 -0.1990 0.0906 0.03 0.00 0.00 -1.137
C 2.9583 -0.3251 -0.0352 -0.02 0.01 0.02 -0.217
N 2.1180 -0.1019 0.9550 0.02 0.01 -0.04 0.713
C 2.6426 0.2645 2.1680 0.02 0.01 0.02 0.327
C -1.3967 1.8319 4.1424 0.00 -0.02 0.01 -0.011
C -1.8232 2.0001 5.4517 0.00 0.00 0.00 -0.225
C -2.1748 3.2727 5.8770 0.00 0.01 -0.01 -0.702
C -2.0947 4.3440 4.9992 0.00 0.00 0.01 -0.485
C -1.6625 4.1575 3.6909 0.00 -0.01 0.00 -0.699
C -1.3072 2.8950 3.2505 0.00 0.01 0.00 0.364
H 1.4882 0.9845 5.2873 0.00 0.00 0.00 0.495
H 3.9167 1.2509 5.6734 0.00 0.00 0.00 0.407
H 5.5352 0.8944 3.8568 0.00 0.00 0.00 0.437
H 5.9501 0.2744 1.4246 0.00 0.00 0.00 0.452
H 4.9781 -0.3915 -0.7677 0.00 0.00 0.00 0.424
H 2.5266 -0.6176 -0.9841 0.00 0.00 0.00 0.504
H -1.8776 1.1483 6.1151 0.00 0.00 0.00 0.529
H -2.5118 3.4247 6.8932 0.00 0.00 0.00 0.407
H -2.3703 5.3346 5.3360 0.00 0.00 0.00 0.412
H -1.6033 4.9977 3.0123 0.00 0.00 0.00 0.374
H -0.9644 2.7432 2.2338 0.00 0.00 0.00 -0.283
Cl 0.5894 4.1402 -5.1660 0.00 0.00 -0.01 -0.201
C 0.3204 3.4041 -3.6247 0.00 -0.01 0.01 0.391
C 0.3105 2.0243 -3.5202 0.00 0.00 -0.01 -0.922
C 0.0902 1.4761 -2.2732 0.00 0.00 0.03 0.776
Cl 0.0892 -0.2683 -2.0801 0.01 0.00 0.00 -0.159
C -0.1261 2.2226 -1.1118 -0.02 0.03 -0.04 -0.522
O -0.3395 1.6455 0.0540 0.06 0.04 -0.06 -0.111
C -0.0971 3.6141 -1.2758 -0.01 -0.03 0.01 0.410
Cl -0.3338 4.6097 0.1160 0.00 0.01 0.00 -0.192
C 0.1202 4.2013 -2.5083 0.00 0.01 0.00 -0.848
H 0.4696 1.3988 -4.3864 0.00 0.00 0.00 0.477
H 0.1338 5.2781 -2.5964 0.00 0.00 0.00 0.459
C 0.1048 -4.7392 -1.6743 0.00 0.00 0.00 -0.769
C -0.8928 -4.8640 -0.5275 0.01 0.00 -0.02 -1.103
N -0.3129 -4.5871 0.7896 0.00 0.00 0.00 0.212
C -0.0980 -5.7470 1.6647 0.01 -0.01 0.00 -0.844
C 1.1233 -6.5654 1.2770 0.00 0.01 0.00 -1.053
C -0.0072 -3.3389 1.1536 0.00 0.00 0.00 1.018
C 0.6659 -3.1123 2.4753 0.00 0.00 0.01 -1.207
N -0.2720 -2.2893 0.4066 -0.01 -0.07 0.03 0.122
H -0.3941 -4.9422 -2.6216 0.00 0.00 0.00 0.395
H 0.9176 -5.4544 -1.5579 0.00 0.00 0.00 0.287
H 0.5458 -3.7435 -1.7311 0.00 0.00 0.00 0.159
H -1.2847 -5.8787 -0.4905 0.00 0.00 0.00 0.438
H -1.7595 -4.2147 -0.6835 -0.01 0.00 0.01 0.486
H -0.9992 -6.3592 1.6086 0.00 0.00 0.00 0.422
H -0.0254 -5.4074 2.6931 0.00 0.00 0.00 0.434
H 1.0257 -6.9734 0.2709 0.00 0.00 0.00 0.299
H 1.2433 -7.4026 1.9639 0.00 0.00 0.00 0.411
H 2.0297 -5.9593 1.3138 0.00 0.00 0.00 0.279
H 1.4546 -3.8406 2.6525 0.00 0.00 0.00 0.507
H -0.0570 -3.1737 3.2914 0.00 -0.01 -0.01 0.391
H 1.1057 -2.1199 2.4966 0.00 0.00 0.00 -0.126
H -0.7378 -2.5475 -0.4562 0.00 0.02 0.00 0.039
O -3.6632 -0.1730 -0.6193 0.00 0.01 0.01 -0.180
C -2.6211 -0.2551 -0.2204 -0.03 -0.01 -0.03 0.267
```
Positions in Å, forces in eV/Å.

Properties
E_HOMO in eV: -10.76
Kohn-Sham gap in eV: 7.9
2S+1: 1
Net charge: +1
ΔE to the lowest compared entry with this formula, charge and spin in kcal per mole: 0.0